Entry 1:
DFT (ωB97M-V/def2-TZVPD) results for the molecule C4H7NO2.

Results
SMILES: NC(=O)C[C@H]1CO1
Kohn-Sham gap in eV: 10.382
Calculated total energy in a.u.: -361.7217
LUMO energy in eV: 0.725
F_max in eV/A: 1.97
Highest occupied orbital energy in eV: -9.66

```
14
C4H7NO2 | the Open Molecules 2025 dataset | ωB97M-V/def2-TZVPD
N 1.36 -1.89 0.91
C 0.83 -1.00 0.03
O 1.16 -1.00 -1.15
C -0.19 -0.03 0.60
C -0.25 1.22 -0.25
C -0.94 1.18 -1.55
O -1.49 1.91 -0.08
H 1.98 -2.61 0.57
H 1.04 -1.93 1.86
H 0.03 0.22 1.64
H -1.18 -0.51 0.59
H 0.63 1.85 -0.17
H -1.53 0.26 -1.68
H -1.45 2.30 -1.33
```

---

Entry 2:
DFT (ωB97M-V/def2-TZVPD) results for a cluster of 2 separate species, C4H7NO2 in total.

Results
Kohn-Sham gap in eV: 8.504
Calculated total energy in a.u.: -361.6784
LUMO energy in eV: -1.010
F_max in eV/A: 0.71
Highest occupied orbital energy in eV: -9.51

```
14
C4H7NO2 | the Open Molecules 2025 dataset | ωB97M-V/def2-TZVPD
N 1.63 0.61 1.78
C 1.02 1.61 1.09
O 0.94 2.78 1.41
C 0.14 -1.50 0.13
C -1.21 -1.10 -0.10
C -1.23 -0.28 -1.38
O -1.92 -1.49 -1.29
H 1.99 0.82 2.70
H 1.44 -0.36 1.50
H 0.46 -2.14 -0.71
H 0.58 1.22 0.14
H -1.84 -0.72 0.70
H -0.37 -0.24 -2.05
H -1.82 0.64 -1.30
```

---

Entry 3:
DFT (ωB97M-V/def2-TZVPD) results for the molecule C4H7NO2.

Results
SMILES: C[NH2+]/C([O-])=C1/CO1
Kohn-Sham gap in eV: 7.899
Calculated total energy in a.u.: -361.7238
LUMO energy in eV: 0.603
F_max in eV/A: 0.55
Highest occupied orbital energy in eV: -7.30

```
14
C4H7NO2 | the Open Molecules 2025 dataset | ωB97M-V/def2-TZVPD
C -0.19 -1.95 0.07
N -1.02 -0.74 0.04
C -0.25 0.45 0.90
O -0.49 0.36 2.09
C 0.62 0.99 0.01
C 1.12 2.21 -0.54
O 0.49 1.21 -1.39
H 0.64 -1.79 -0.62
H 0.20 -2.04 1.08
H -0.75 -2.86 -0.20
H -1.89 -0.89 0.55
H -1.21 -0.41 -0.91
H 0.53 3.12 -0.40
H 2.19 2.34 -0.69
```

---

Entry 4:
DFT (ωB97M-V/def2-TZVPD) results for the molecule C4H7NO2.

Results
SMILES: C=CONC(C)=O
Kohn-Sham gap in eV: 9.633
Calculated total energy in a.u.: -361.7628
LUMO energy in eV: 0.795
F_max in eV/A: 0.80
Highest occupied orbital energy in eV: -8.84

```
14
C4H7NO2 | the Open Molecules 2025 dataset | ωB97M-V/def2-TZVPD
C -2.09 0.45 -0.07
C -1.40 1.07 -1.02
O -0.16 0.85 -1.55
N 0.61 -0.07 -0.88
C 0.91 0.11 0.47
C 1.59 -1.14 0.96
O 0.52 1.03 1.15
H -1.78 -0.44 0.46
H -3.02 0.92 0.24
H -1.75 1.96 -1.51
H 1.35 -0.37 -1.50
H 1.10 -2.00 0.48
H 2.65 -1.17 0.72
H 1.46 -1.21 2.04
```

---

Entry 5:
DFT (ωB97M-V/def2-TZVPD) results for the molecule C4H7NO2.

Results
SMILES: NC(=O)C[C@H]1CO1
Kohn-Sham gap in eV: 10.819
Calculated total energy in a.u.: -361.8257
LUMO energy in eV: 0.800
F_max in eV/A: 1.04
Highest occupied orbital energy in eV: -10.02

```
14
C4H7NO2 | the Open Molecules 2025 dataset | ωB97M-V/def2-TZVPD
N -2.05 1.04 1.06
C -0.78 0.55 0.96
O -0.09 0.34 1.94
C -0.28 0.32 -0.46
C 1.19 -0.05 -0.52
C 1.61 -1.44 -0.62
O 1.57 -0.60 -1.78
H -2.45 1.12 1.98
H -2.66 1.11 0.25
H -0.42 1.24 -1.05
H -0.90 -0.44 -0.95
H 1.87 0.64 -0.05
H 0.78 -2.09 -0.42
H 2.62 -1.74 -0.32
```

---

Entry 6:
DFT (ωB97M-V/def2-TZVPD) results for a cluster of 2 separate species, C4H7NO2 in total.

Results
SMILES: N[C@]12C[C@@H]1O2.C=O
Kohn-Sham gap in eV: 8.510
Calculated total energy in a.u.: -361.6866
LUMO energy in eV: 0.802
F_max in eV/A: 0.61
Highest occupied orbital energy in eV: -7.71

```
14
C4H7NO2 | the Open Molecules 2025 dataset | ωB97M-V/def2-TZVPD
N 1.53 0.62 1.76
C 0.63 0.27 0.78
C 0.56 -0.94 -0.02
C -0.71 -0.55 0.71
O -0.52 0.94 0.53
H 1.40 1.52 2.19
H 2.49 0.35 1.61
H 1.11 -1.77 0.44
H 0.56 -0.94 -1.10
H -0.96 -0.88 1.71
C -1.52 0.35 -2.15
O -1.31 -0.60 -2.86
H -0.73 1.07 -1.88
H -2.53 0.57 -1.73
```

---

Entry 7:
DFT (ωB97M-V/def2-TZVPD) results for the molecule C4H7NO2.

Results
SMILES: [H]/N=C1/CO[C@H](C)O1
Kohn-Sham gap in eV: 11.068
Calculated total energy in a.u.: -361.8185
LUMO energy in eV: 0.888
F_max in eV/A: 2.51
Highest occupied orbital energy in eV: -10.18

```
14
C4H7NO2 | the Open Molecules 2025 dataset | ωB97M-V/def2-TZVPD
H 2.83 1.40 0.06
N 2.64 0.48 -0.33
C 1.49 0.07 0.02
C 0.86 -1.24 -0.36
O -0.25 -1.33 0.53
C -0.63 0.00 0.79
C -1.69 0.59 -0.22
O 0.60 0.73 0.82
H 0.53 -1.23 -1.41
H 1.54 -2.08 -0.21
H -1.28 0.17 1.61
H -2.22 1.49 0.17
H -2.47 -0.17 -0.38
H -1.20 0.85 -1.14
```

---

Entry 8:
DFT (ωB97M-V/def2-TZVPD) results for the molecule C4H7NO2.

Results
SMILES: [H]/N=C1/CO[C@H](C)O1
Kohn-Sham gap in eV: 11.174
Calculated total energy in a.u.: -361.8390
LUMO energy in eV: 0.941
F_max in eV/A: 0.36
Highest occupied orbital energy in eV: -10.23

```
14
C4H7NO2 | the Open Molecules 2025 dataset | ωB97M-V/def2-TZVPD
H 2.58 1.65 0.07
N 2.56 0.69 -0.29
C 1.44 0.16 -0.05
C 1.00 -1.23 -0.41
O -0.41 -1.13 -0.40
C -0.74 -0.11 0.51
C -1.93 0.68 0.00
O 0.40 0.76 0.59
H 1.34 -1.54 -1.40
H 1.37 -1.95 0.34
H -0.91 -0.53 1.51
H -2.34 1.31 0.78
H -2.70 -0.01 -0.36
H -1.59 1.31 -0.83
```

---

Entry 9:
DFT (ωB97M-V/def2-TZVPD) results for the molecule C4H7NO2.

Results
SMILES: O=C1CNC[C@@H]1O
Kohn-Sham gap in eV: 10.272
Calculated total energy in a.u.: -361.8082
LUMO energy in eV: 0.928
F_max in eV/A: 3.13
Highest occupied orbital energy in eV: -9.34

```
14
C4H7NO2 | the Open Molecules 2025 dataset | ωB97M-V/def2-TZVPD
O 0.63 -2.15 -0.28
C 0.10 -1.11 0.03
C -1.31 -0.63 -0.33
N -1.25 0.79 0.03
C 0.15 1.16 -0.05
C 0.82 0.04 0.73
O 2.20 0.00 0.58
H -1.48 -0.82 -1.40
H -2.07 -1.18 0.24
H -1.91 1.39 -0.44
H 0.49 2.18 0.01
H 0.69 1.20 -1.13
H 0.53 0.01 1.80
H 2.41 -0.86 0.19
```

---

Entry 10:
DFT (ωB97M-V/def2-TZVPD) results for a structure of composition C4H7NO2.

Results
Kohn-Sham gap in eV: 10.419
Calculated total energy in a.u.: -361.7281
LUMO energy in eV: 0.835
F_max in eV/A: 1.38
Highest occupied orbital energy in eV: -9.58

```
14
C4H7NO2 | the Open Molecules 2025 dataset | ωB97M-V/def2-TZVPD
O 2.23 1.37 0.30
N 1.97 0.11 -0.22
C 0.73 -0.06 -0.40
C -0.05 -1.34 -0.70
C -1.07 -0.71 0.31
C -0.59 0.66 -0.10
O -0.93 1.60 0.88
H 3.19 1.39 0.33
H 0.43 -2.28 -0.44
H -0.41 -1.38 -1.74
H -0.64 -0.89 1.31
H -2.17 -0.70 0.44
H -0.98 0.95 -1.09
H -1.76 1.21 1.19
```

---

Entry 11:
DFT (ωB97M-V/def2-TZVPD) results for the molecule C4H7NO2.

Results
SMILES: CNC(=O)C(C)=O
Kohn-Sham gap in eV: 9.386
Calculated total energy in a.u.: -361.8343
LUMO energy in eV: -0.076
F_max in eV/A: 3.79
Highest occupied orbital energy in eV: -9.46

```
14
C4H7NO2 | the Open Molecules 2025 dataset | ωB97M-V/def2-TZVPD
C -1.66 -1.20 -0.20
N -0.37 -1.41 0.40
C 0.80 -0.60 0.26
O 1.93 -1.05 0.33
C 0.45 0.84 0.41
C 1.25 1.85 -0.35
O -0.62 1.07 1.02
H -2.36 -0.94 0.60
H -1.98 -2.13 -0.67
H -1.63 -0.40 -0.94
H -0.18 -2.34 0.75
H 0.97 2.87 -0.06
H 1.09 1.72 -1.42
H 2.32 1.71 -0.13
```

---

Entry 12:
DFT (ωB97M-V/def2-TZVPD) results for a structure of composition C4H7NO2.

Results
Kohn-Sham gap (spin up / spin down) in eV: 6.922 / 7.479
Calculated total energy in a.u.: -361.3686
LUMO energy (spin up / spin down) in eV: -0.617 / -0.294
F_max in eV/A: 6.63
Highest occupied orbital energy (spin up / spin down) in eV: -7.54 / -7.77

```
14
C4H7NO2 | the Open Molecules 2025 dataset | ωB97M-V/def2-TZVPD
C 0.14 -0.75 -0.03
C 0.07 0.68 -0.20
N 1.23 0.32 0.99
C -0.06 -1.77 -0.95
C 0.45 1.40 -1.26
O -1.35 -0.37 0.38
O -1.58 0.56 1.86
H -2.43 0.13 2.04
H 2.23 0.38 1.09
H 0.66 0.49 1.84
H 0.42 -2.72 -0.77
H -0.91 -1.78 -1.62
H -0.25 1.48 -2.08
H 1.39 1.94 -1.27
```

---

Entry 13:
DFT (ωB97M-V/def2-TZVPD) results for the molecule C4H7NO2.

Results
SMILES: C[C@H](O)CN=C=O
Kohn-Sham gap in eV: 10.934
Calculated total energy in a.u.: -361.8489
LUMO energy in eV: 0.689
F_max in eV/A: 0.75
Highest occupied orbital energy in eV: -10.25

```
14
C4H7NO2 | the Open Molecules 2025 dataset | ωB97M-V/def2-TZVPD
C 0.60 0.82 1.22
C -0.05 0.80 -0.15
O -1.43 0.55 0.04
C 0.58 -0.28 -1.07
N 0.02 -1.59 -0.84
C -0.81 -2.01 -0.07
O -1.58 -2.57 0.62
H 0.62 -0.18 1.67
H 0.04 1.49 1.89
H 1.63 1.19 1.15
H 0.10 1.77 -0.64
H -1.83 0.37 -0.81
H 1.66 -0.33 -0.89
H 0.44 -0.02 -2.12
```

---

Entry 14:
DFT (ωB97M-V/def2-TZVPD) results for the molecule C4H7NO2.

Results
Kohn-Sham gap (spin up / spin down) in eV: 9.070 / 6.704
Calculated total energy in a.u.: -361.7378
LUMO energy (spin up / spin down) in eV: 0.793 / -0.223
F_max in eV/A: 1.63
Highest occupied orbital energy (spin up / spin down) in eV: -8.28 / -6.93

```
14
C4H7NO2 | the Open Molecules 2025 dataset | ωB97M-V/def2-TZVPD
C 0.88 1.01 0.49
C 0.07 0.23 -0.49
C 1.04 -0.71 -1.05
O 1.88 -1.44 -0.34
C -1.19 -0.47 0.06
O -1.35 -1.67 -0.04
N -2.07 0.41 0.61
H 1.81 -1.13 0.59
H 1.63 1.71 0.14
H 0.98 0.63 1.51
H -0.23 0.89 -1.32
H 1.17 -0.84 -2.13
H -1.77 1.35 0.84
H -2.85 0.02 1.12
```

---

Entry 15:
DFT (ωB97M-V/def2-TZVPD) results for the molecule C4H7NO2.

Results
SMILES: NC(=O)C[C@H]1CO1
Kohn-Sham gap in eV: 10.748
Calculated total energy in a.u.: -361.8290
LUMO energy in eV: 0.796
F_max in eV/A: 0.44
Highest occupied orbital energy in eV: -9.95

```
14
C4H7NO2 | the Open Molecules 2025 dataset | ωB97M-V/def2-TZVPD
N 0.98 0.39 2.08
C 1.07 0.83 0.79
O 1.35 1.98 0.51
C 0.73 -0.23 -0.25
C -0.74 -0.61 -0.21
C -1.70 -0.07 -1.17
O -1.20 -1.39 -1.30
H 1.29 1.02 2.81
H 0.97 -0.60 2.30
H 1.35 -1.12 -0.09
H 0.98 0.18 -1.23
H -1.11 -0.93 0.76
H -1.38 0.64 -1.93
H -2.75 0.00 -0.88
```

---

Entry 16:
DFT (ωB97M-V/def2-TZVPD) results for the molecule C4H7NO2.

Results
SMILES: [H]/N=C(\C)OCC=O
Kohn-Sham gap in eV: 9.773
Calculated total energy in a.u.: -361.7444
LUMO energy in eV: 0.819
F_max in eV/A: 4.29
Highest occupied orbital energy in eV: -8.95

```
14
C4H7NO2 | the Open Molecules 2025 dataset | ωB97M-V/def2-TZVPD
H -0.93 2.03 -0.08
N -0.26 1.28 0.08
C -0.82 0.15 0.06
C -2.27 -0.19 -0.14
O -0.09 -0.98 0.22
C 1.29 -0.75 0.46
C 2.11 0.10 -0.55
O 3.11 0.62 -0.03
H -2.66 -0.68 0.76
H -2.86 0.71 -0.34
H -2.39 -0.89 -0.97
H 1.44 -0.24 1.43
H 1.74 -1.75 0.52
H 2.60 0.60 -1.43
```

---

Entry 17:
DFT (ωB97M-V/def2-TZVPD) results for the molecule C4H7NO2.

Results
Kohn-Sham gap in eV: 7.682
Calculated total energy in a.u.: -361.6660
LUMO energy in eV: 0.464
F_max in eV/A: 1.06
Highest occupied orbital energy in eV: -7.22

```
14
C4H7NO2 | the Open Molecules 2025 dataset | ωB97M-V/def2-TZVPD
O -1.10 0.30 0.92
C -1.29 -0.03 -0.62
C 0.04 1.32 0.83
O 1.30 0.81 0.92
C 1.78 -0.01 -0.11
N 1.17 -0.77 -0.89
C -0.27 -1.07 -0.92
H -1.04 -0.51 1.48
H -2.30 -0.46 -0.65
H -0.22 1.67 -0.18
H -0.11 2.03 1.64
H 2.87 0.06 -0.11
H -0.50 -1.32 -1.96
H -0.32 -2.03 -0.35
```

---

Entry 18:
DFT (ωB97M-V/def2-TZVPD) results for a cluster of 2 separate species, C4H7NO2 in total.

Results
Kohn-Sham gap in eV: 9.112
Calculated total energy in a.u.: -361.6487
LUMO energy in eV: -0.072
F_max in eV/A: 8.22
Highest occupied orbital energy in eV: -9.18

```
14
C4H7NO2 | the Open Molecules 2025 dataset | ωB97M-V/def2-TZVPD
C -0.49 0.74 1.28
C 0.24 -0.54 0.61
C 0.04 -0.40 -1.70
C 1.17 -0.13 -0.66
H -0.64 2.53 0.81
H 0.20 1.14 1.94
H -1.17 0.22 2.13
H 0.91 -1.24 1.27
H -0.56 -2.15 -0.35
H 0.39 -1.09 -2.45
H -0.64 0.44 -1.92
N -0.63 -1.09 -0.38
O -1.25 1.46 0.25
O 2.43 0.09 -0.83
```